1.
A structure of composition C20H40MgO3SSi at a distorted geometry. Source: the Open Molecules 2025 dataset; level of theory: ωB97M-V/def2-TZVPD.

XYZ file:
```
66
Properties=species:S:1:pos:R:3
C 1.685 1.975 -2.918
C 0.034 -0.041 -4.345
C 2.743 0.937 -2.688
H 1.720 2.878 -2.282
C 0.821 -1.100 -3.978
H -1.056 -0.109 -4.227
H 3.705 1.436 -2.425
H 0.371 -2.089 -3.757
C 3.105 0.090 -3.945
H 4.145 -0.244 -3.788
H 3.085 0.755 -4.818
C 1.195 2.287 -4.330
H 1.932 2.789 -4.990
H 0.402 3.040 -4.199
C 0.555 1.145 -5.145
H 1.244 0.817 -5.943
H -0.321 1.551 -5.671
C 2.288 -1.158 -4.308
H 2.429 -1.274 -5.399
H 2.741 -2.069 -3.889
Mg 0.468 0.213 -2.289
H 2.528 0.300 -1.785
C 2.090 2.076 1.150
C 1.623 0.674 1.518
C 2.736 -0.337 1.273
C 1.168 0.625 2.976
O 0.522 0.391 0.608
Si -0.713 -0.713 0.856
S -1.049 -1.355 -1.031
O -0.362 -1.904 1.948
C -1.120 -2.695 2.941
C -1.198 -4.121 2.411
C -0.332 -2.656 4.245
C -2.522 -2.151 3.171
O -1.872 0.115 1.718
C -2.796 1.167 1.341
C -3.774 0.627 0.306
C -3.563 1.528 2.611
C -2.017 2.364 0.820
H 2.954 2.354 1.764
H 1.297 2.812 1.333
H 2.377 2.122 0.087
H 3.549 -0.160 1.984
H 2.377 -1.365 1.412
H 3.148 -0.237 0.258
H 0.311 1.288 3.147
H 0.922 -0.407 3.277
H 1.993 0.973 3.623
H -0.199 -4.565 2.348
H -1.793 -4.742 3.091
H -1.664 -4.148 1.418
H -0.237 -1.635 4.630
H -0.846 -3.242 5.016
H 0.665 -3.098 4.113
H -2.494 -1.139 3.595
H -3.108 -2.157 2.243
H -3.045 -2.791 3.900
H -4.342 -0.203 0.734
H -4.477 1.417 0.009
H -3.252 0.259 -0.587
H -2.896 1.926 3.386
H -4.303 2.297 2.377
H -4.091 0.653 3.020
H -1.353 2.744 1.602
H -1.423 2.111 -0.069
H -2.710 3.168 0.547
```

Multiplicity ... 1
Highest occupied orbital energy (alpha / beta) ... -7.0159 / -7.0155 eV

=====

2.
A structure of composition C18H17BCl2F4N7O2S2Zr at a distorted geometry. Source: the Open Molecules 2025 dataset; level of theory: ωB97M-V/def2-TZVPD.

XYZ file:
```
54
Properties=species:S:1:pos:R:3
Zr -1.470 -0.015 -0.808
S -2.944 -2.613 -0.890
C -1.307 -2.937 -0.981
N -0.392 -1.991 -0.769
C 0.916 -2.467 -0.855
C 2.071 -1.734 -0.603
C 3.299 -2.365 -0.722
C 3.385 -3.712 -1.079
C 2.234 -4.453 -1.305
C 1.004 -3.821 -1.181
S -0.596 -4.491 -1.351
H 1.991 -0.699 -0.302
H 4.203 -1.801 -0.529
H 4.355 -4.186 -1.171
H 2.292 -5.503 -1.565
F -3.687 2.739 -0.373
B -3.350 2.075 -1.554
F -1.883 2.037 -1.667
F -3.912 2.641 -2.652
F -3.642 0.671 -1.411
Cl 0.788 0.636 -2.634
C 0.153 0.008 -4.171
Cl -0.308 1.341 -5.262
C -1.067 -0.881 -3.888
O -1.289 -1.778 -4.668
O -1.745 -0.546 -2.843
H 0.932 -0.558 -4.661
N -1.988 2.456 1.865
N -2.665 1.252 2.017
N -3.346 0.962 3.088
C -3.732 -0.285 2.839
N -3.281 -0.732 1.661
N -2.617 0.266 1.152
H -2.632 3.068 1.370
H -1.208 2.224 1.240
H -4.335 -0.869 3.513
C 1.312 3.043 -0.400
C 1.578 2.335 0.902
C 2.504 2.835 1.809
C 2.762 2.184 3.009
C 2.079 1.009 3.286
C 1.142 0.479 2.403
C 0.424 -0.796 2.768
C 0.864 1.153 1.194
N -0.107 0.714 0.320
H 1.815 4.011 -0.427
H 0.244 3.198 -0.571
H 1.664 2.457 -1.253
H 3.032 3.751 1.565
H 3.478 2.587 3.714
H 2.266 0.484 4.218
H 1.121 -1.522 3.193
H -0.051 -1.246 1.906
H -0.356 -0.618 3.517
```

Multiplicity ... 1
Net charge ... -1
Highest occupied orbital energy ... -4.7449 eV

=====

3.
A structure of composition C20H22BrClF4KN5O6S. Source: the Open Molecules 2025 dataset; level of theory: ωB97M-V/def2-TZVPD.

XYZ file:
```
61
Properties=species:S:1:pos:R:3
K -0.640 0.642 0.224
C 3.258 0.061 0.429
N 2.212 -0.604 1.173
C 2.528 -1.992 1.415
C 1.891 0.135 2.386
C 0.853 -0.539 3.283
N -0.299 -0.966 2.526
C -1.235 -1.681 3.105
C -2.277 -2.218 2.269
F -2.189 -1.954 0.942
C -3.302 -2.991 2.724
F -4.216 -3.463 1.839
C -3.441 -3.337 4.069
C -2.460 -2.839 4.905
F -2.534 -3.127 6.234
C -1.412 -2.058 4.475
F -0.541 -1.611 5.429
H 4.223 0.063 0.973
H 2.977 1.099 0.249
H 3.402 -0.433 -0.533
H 3.396 -2.115 2.094
H 2.765 -2.475 0.466
H 1.666 -2.497 1.848
H 1.557 1.128 2.072
H 2.789 0.298 3.018
H 0.614 0.189 4.072
H 1.336 -1.382 3.800
H -4.257 -3.942 4.429
O -2.836 2.219 -2.819
Cl -2.909 0.989 -2.085
O -3.960 0.159 -2.625
O -3.137 1.249 -0.684
O -1.646 0.272 -2.184
Br 0.704 1.580 -4.561
C 1.875 2.480 -3.332
C 3.132 2.846 -3.789
C 3.937 3.523 -2.890
C 3.455 3.792 -1.620
C 2.182 3.357 -1.269
N 1.402 2.700 -2.137
C 1.678 3.556 0.187
O 2.354 4.335 0.874
O 0.707 2.834 0.489
H 3.453 2.603 -4.791
H 4.935 3.832 -3.179
H 4.029 4.322 -0.873
C 1.757 -1.923 -5.743
N 0.657 -2.243 -4.878
C -0.712 -1.988 -5.294
C -1.526 -2.191 -4.006
N -0.488 -2.486 -3.027
C 0.757 -2.412 -3.534
S 2.178 -2.548 -2.665
H 1.771 -0.855 -5.980
H 1.682 -2.495 -6.672
H 2.681 -2.183 -5.229
H -1.002 -2.690 -6.083
H -0.812 -0.973 -5.690
H -2.228 -3.022 -4.091
H -2.072 -1.295 -3.718
H -0.640 -2.345 -2.042
```

Multiplicity ... 1
Net charge ... -2
Highest occupied orbital energy ... -1.6169 eV

=====

4.
A structure of composition C20H40P2SiSn at a distorted geometry. Source: the Open Molecules 2025 dataset; level of theory: ωB97M-V/def2-TZVPD.

XYZ file:
```
64
Properties=species:S:1:pos:R:3
P 0.644 -2.316 -4.110
P 3.480 -1.584 -2.882
C 2.145 -2.476 -5.213
C 3.437 -2.662 -4.410
H 2.187 -1.560 -5.821
H 1.976 -3.331 -5.883
H 3.542 -3.702 -4.064
H 4.316 -2.409 -5.020
C 4.443 -0.172 -3.574
H 4.739 0.477 -2.741
H 3.808 0.398 -4.264
H 5.337 -0.535 -4.099
C 4.850 -2.437 -2.007
H 5.723 -2.565 -2.662
H 4.491 -3.416 -1.666
H 5.126 -1.832 -1.134
C -0.521 -1.648 -5.362
H -1.526 -1.637 -4.920
H -0.521 -2.262 -6.273
H -0.223 -0.620 -5.602
C 0.095 -4.075 -4.148
H 0.782 -4.683 -3.546
H 0.066 -4.449 -5.180
H -0.908 -4.126 -3.706
Sn -0.996 0.950 1.967
C 1.208 -0.121 1.309
C 1.211 1.062 0.578
C 0.982 1.176 -0.899
C -0.476 1.428 -1.341
C -1.521 0.681 -0.582
C -1.384 -0.622 -0.113
C -0.206 -1.514 -0.335
C 0.900 -1.478 0.742
C -3.217 0.976 2.081
H 1.721 -0.125 2.277
H 1.641 1.955 1.045
H 1.396 0.309 -1.442
H 1.574 2.043 -1.252
H -0.676 2.509 -1.268
H -0.562 1.185 -2.417
H -2.519 1.127 -0.581
H -2.258 -1.107 0.334
H 0.234 -1.345 -1.331
H -0.585 -2.552 -0.358
H 0.619 -2.157 1.565
H 1.821 -1.915 0.307
H -3.462 0.669 3.104
H -3.705 0.357 1.324
H -3.457 2.041 1.949
C -2.458 4.914 6.028
Si -2.997 3.120 5.957
C -2.526 2.098 7.454
C -4.850 3.001 5.642
C -1.943 2.435 4.625
C -1.037 2.107 3.842
H -2.879 5.457 6.882
H -2.746 5.430 5.102
H -1.362 4.945 6.091
H -2.951 2.490 8.385
H -2.857 1.059 7.318
H -1.431 2.086 7.536
H -5.152 3.540 4.733
H -5.186 1.959 5.540
H -5.391 3.446 6.490
```

Multiplicity ... 1
Highest occupied orbital energy ... -5.7116 eV

=====

Repeat the first record exactly.
A structure of composition C20H40MgO3SSi at a distorted geometry. Source: the Open Molecules 2025 dataset; level of theory: ωB97M-V/def2-TZVPD.

XYZ file:
```
66
Properties=species:S:1:pos:R:3
C 1.685 1.975 -2.918
C 0.034 -0.041 -4.345
C 2.743 0.937 -2.688
H 1.720 2.878 -2.282
C 0.821 -1.100 -3.978
H -1.056 -0.109 -4.227
H 3.705 1.436 -2.425
H 0.371 -2.089 -3.757
C 3.105 0.090 -3.945
H 4.145 -0.244 -3.788
H 3.085 0.755 -4.818
C 1.195 2.287 -4.330
H 1.932 2.789 -4.990
H 0.402 3.040 -4.199
C 0.555 1.145 -5.145
H 1.244 0.817 -5.943
H -0.321 1.551 -5.671
C 2.288 -1.158 -4.308
H 2.429 -1.274 -5.399
H 2.741 -2.069 -3.889
Mg 0.468 0.213 -2.289
H 2.528 0.300 -1.785
C 2.090 2.076 1.150
C 1.623 0.674 1.518
C 2.736 -0.337 1.273
C 1.168 0.625 2.976
O 0.522 0.391 0.608
Si -0.713 -0.713 0.856
S -1.049 -1.355 -1.031
O -0.362 -1.904 1.948
C -1.120 -2.695 2.941
C -1.198 -4.121 2.411
C -0.332 -2.656 4.245
C -2.522 -2.151 3.171
O -1.872 0.115 1.718
C -2.796 1.167 1.341
C -3.774 0.627 0.306
C -3.563 1.528 2.611
C -2.017 2.364 0.820
H 2.954 2.354 1.764
H 1.297 2.812 1.333
H 2.377 2.122 0.087
H 3.549 -0.160 1.984
H 2.377 -1.365 1.412
H 3.148 -0.237 0.258
H 0.311 1.288 3.147
H 0.922 -0.407 3.277
H 1.993 0.973 3.623
H -0.199 -4.565 2.348
H -1.793 -4.742 3.091
H -1.664 -4.148 1.418
H -0.237 -1.635 4.630
H -0.846 -3.242 5.016
H 0.665 -3.098 4.113
H -2.494 -1.139 3.595
H -3.108 -2.157 2.243
H -3.045 -2.791 3.900
H -4.342 -0.203 0.734
H -4.477 1.417 0.009
H -3.252 0.259 -0.587
H -2.896 1.926 3.386
H -4.303 2.297 2.377
H -4.091 0.653 3.020
H -1.353 2.744 1.602
H -1.423 2.111 -0.069
H -2.710 3.168 0.547
```

Multiplicity ... 1
Highest occupied orbital energy (alpha / beta) ... -7.0159 / -7.0155 eV

=====

- What is the multiplicity in the third record?
  1